Entry 1:
Entry from the Open Molecules 2025 dataset: a 2-piece molecular cluster, C2H6O3P overall in a non-equilibrium geometry (ωB97M-V with the def2-TZVPD basis set).

Calculated values
HOMO-LUMO gap (alpha / beta)   9.2 / 6.2 eV
HOMO level (alpha / beta)   -0.18633 / -0.11436 hartree
Spin multiplicity   1
Charge   -1
ΔE to the lowest compared entry with this formula, charge and spin   102.84 kcal per mole

Cartesian coordinates (Å):
C -1.117 0.828 0.984
C 1.191 -0.911 -0.675
O 3.102 -0.576 0.919
O 2.481 1.584 -0.460
O 1.305 -2.052 0.075
P 2.656 0.089 -0.350
H -1.496 -0.139 0.575
H -0.115 0.813 1.204
H -1.408 1.692 0.353
H 0.156 -0.787 -0.991
H 2.247 -1.950 0.440
H 3.499 -0.351 -1.533

***

Entry 2:
Entry from the Open Molecules 2025 dataset: a 2-piece molecular cluster, C8H5ClO2 overall in a non-equilibrium geometry (ωB97M-V with the def2-TZVPD basis set).

Calculated values
HOMO-LUMO gap (alpha / beta)   7.1 / 7.1 eV
HOMO level (alpha / beta)   -0.29555 / -0.29537 hartree
Spin multiplicity   1
Charge   0
ΔE to the lowest compared entry with this formula, charge and spin   0.00 kcal per mole

Cartesian coordinates (Å):
C -0.627 -0.857 0.459
C -0.773 0.384 1.163
C 0.051 -0.912 -0.754
C -0.090 1.507 0.719
C 0.703 0.180 -1.156
C 0.715 1.389 -0.471
C 3.344 0.882 -2.694
C 1.397 2.498 -1.092
O 3.065 0.404 -3.697
O 3.650 1.362 -1.708
Cl 1.777 3.832 -0.230
H -1.095 -1.848 0.704
H -1.411 0.335 1.997
H 0.074 -1.760 -1.272
H -0.135 2.438 1.211
H 1.115 0.312 -2.136

***

Entry 3:
Entry from the Open Molecules 2025 dataset: the molecule C3H3ClFN3O3S in a non-equilibrium geometry (ωB97M-V with the def2-TZVPD basis set).

Calculated values
HOMO-LUMO gap   9.5 eV
HOMO level   -0.37357 hartree
Spin multiplicity   1
Charge   0
ΔE to the lowest compared entry with this formula, charge and spin   8.32 kcal per mole

Cartesian coordinates (Å):
C 0.062 0.312 -0.658
C -1.034 0.071 1.286
C 1.121 2.357 -1.389
N -0.337 0.836 0.621
N -0.462 -0.803 -1.005
N -1.264 -1.463 -0.114
O 0.877 -1.689 1.258
O -1.282 -2.507 2.148
O 0.779 0.973 -1.459
F -1.622 0.198 2.426
S -0.408 -2.286 1.054
Cl -0.139 -3.993 0.046
H 0.399 2.951 -1.043
H 1.324 2.568 -2.354
H 1.986 2.475 -0.817

***

Entry 4:
Entry from the Open Molecules 2025 dataset: a 10-piece molecular cluster, C2H24O11 overall in a non-equilibrium geometry (ωB97M-V with the def2-TZVPD basis set).

Calculated values
HOMO-LUMO gap   10.1 eV
HOMO level   -0.36685 hartree
SMILES string   OCCO.O.O.O.O.O.O.O.O.O
Spin multiplicity   1
Charge   0
ΔE to the lowest compared entry with this formula, charge and spin   75.99 kcal per mole

Cartesian coordinates (Å):
O 2.204 -2.646 -0.851
C 1.928 -2.423 0.485
C 0.654 -3.186 0.877
O 0.649 -2.884 2.303
H 2.830 -3.395 -0.964
H 2.832 -2.724 1.047
H 1.819 -1.351 0.608
H 0.772 -4.168 0.504
H -0.190 -2.827 0.297
H 1.455 -3.122 2.662
O -0.089 -2.005 -2.229
H 0.163 -1.186 -2.552
H 0.803 -2.348 -2.052
O -2.735 1.808 1.132
H -3.435 1.383 0.711
H -2.549 2.644 0.713
O -0.245 2.946 2.221
H -0.036 3.334 3.033
H 0.471 2.323 2.067
O 0.643 3.344 -0.806
H -0.106 3.175 -0.166
H 0.719 2.638 -1.443
O -0.685 0.777 -0.523
H -0.571 -0.065 -0.040
H -1.176 1.164 0.139
O -2.178 2.008 -2.478
H -1.684 1.437 -1.914
H -2.821 1.315 -2.663
O 1.615 0.988 1.393
H 0.977 0.592 1.975
H 1.164 0.999 0.516
O 0.421 2.005 -3.156
H -0.524 2.006 -3.277
H 0.539 1.041 -3.221
O -1.116 -0.813 1.978
H -0.615 -1.644 2.120
H -1.906 -1.154 1.552

***

Entry 5:
Entry from the Open Molecules 2025 dataset: a 3-piece molecular cluster, C3H8N2O2 overall in a non-equilibrium geometry (ωB97M-V with the def2-TZVPD basis set).

Calculated values
HOMO-LUMO gap   10.7 eV
HOMO level   -0.36883 hartree
SMILES string   N=C=O.CC=O.N
Spin multiplicity   1
Charge   0
ΔE to the lowest compared entry with this formula, charge and spin   44.44 kcal per mole

Cartesian coordinates (Å):
N -2.484 -0.411 0.307
C -2.476 -1.556 -0.003
O -2.408 -2.722 -0.100
H -2.164 0.522 0.259
C 2.152 -1.137 0.307
C 1.701 -0.282 -0.864
O 0.525 -0.116 -1.107
H 2.702 -0.445 1.017
H 1.393 -1.462 0.934
H 2.967 -1.972 0.176
H 2.398 0.112 -1.515
N -1.236 2.209 0.180
H -1.841 2.908 -0.126
H -0.792 2.473 0.993
H -0.435 1.879 -0.458

***

Entry 6:
Entry from the Open Molecules 2025 dataset: a 12-piece molecular cluster, C21H46Cl2F3N12O24S overall in a non-equilibrium geometry (ωB97M-V with the def2-TZVPD basis set).

Calculated values
HOMO-LUMO gap   7.4 eV
HOMO level   -0.44786 hartree
Spin multiplicity   1
Charge   +1

Cartesian coordinates (Å):
C 1.113 4.664 -2.771
C 1.452 3.452 -3.232
C 2.019 2.405 -2.325
C 3.339 1.842 -2.664
S 4.517 2.615 -3.771
O 4.607 3.996 -3.445
O 4.111 2.184 -5.070
C 6.165 1.782 -3.446
F 5.958 0.477 -3.221
F 6.847 1.950 -4.561
F 6.784 2.338 -2.422
N 3.508 0.711 -2.078
C 2.311 0.316 -1.276
Cl 2.518 0.857 0.360
C 1.225 1.114 -2.013
C 0.769 0.345 -3.277
C -0.749 0.298 -3.326
C -1.422 1.567 -3.825
Cl -2.374 2.344 -2.525
H 0.988 5.500 -3.439
H 0.932 4.822 -1.717
H 1.310 3.228 -4.280
H 2.120 2.900 -1.351
H 4.308 0.093 -2.114
H 2.230 -0.758 -1.370
H 0.408 1.340 -1.341
H 1.199 0.803 -4.166
H 1.121 -0.680 -3.218
H -1.049 -0.516 -3.976
H -1.096 0.052 -2.339
H -0.719 2.326 -4.143
H -2.094 1.363 -4.646
C -1.449 -2.669 0.270
N -1.364 -2.185 -1.131
O -0.337 -2.422 -1.746
O -2.310 -1.587 -1.599
H -0.530 -3.192 0.506
H -1.589 -1.799 0.906
H -2.307 -3.331 0.333
C -1.600 -6.545 2.688
N -1.154 -5.143 2.497
O -1.674 -4.256 3.145
O -0.280 -4.928 1.682
H -2.377 -6.555 3.440
H -1.966 -6.895 1.727
H -0.738 -7.115 3.004
C 0.393 -6.466 -2.559
N -0.742 -6.165 -1.644
O -0.850 -6.824 -0.634
O -1.486 -5.271 -1.981
H 0.967 -7.279 -2.133
H -0.031 -6.737 -3.520
H 0.983 -5.559 -2.642
C -1.214 3.596 1.701
N -0.661 2.825 0.559
O 0.422 3.162 0.117
O -1.310 1.900 0.122
H -0.504 4.377 1.949
H -2.167 4.004 1.379
H -1.351 2.900 2.519
C 3.355 5.782 -0.054
N 2.026 6.058 0.560
O 1.752 5.502 1.602
O 1.299 6.826 -0.030
H 3.881 5.081 0.583
H 3.174 5.364 -1.041
H 3.895 6.718 -0.134
C -5.341 -0.725 -2.584
N -5.184 -0.263 -3.993
O -4.139 -0.520 -4.557
O -6.111 0.335 -4.487
H -4.433 -1.241 -2.301
H -5.507 0.154 -1.969
H -6.201 -1.385 -2.550
C -1.204 -1.846 4.971
N -0.709 -0.483 4.674
O -1.207 0.454 5.264
O 0.157 -0.381 3.829
H -1.968 -1.780 5.736
H -1.601 -2.245 4.044
H -0.357 -2.435 5.309
C -0.133 -11.106 2.563
N -1.023 -9.928 2.739
O -1.840 -9.691 1.878
O -0.873 -9.270 3.750
H -0.387 -11.585 1.625
H 0.889 -10.742 2.561
H -0.302 -11.767 3.407
C 7.356 7.277 -2.595
N 6.033 7.557 -1.975
O 5.765 7.007 -0.921
O 5.300 8.317 -2.558
H 7.892 6.586 -1.957
H 7.169 6.854 -3.577
H 7.877 8.225 -2.680
C -4.643 -0.445 3.990
N -4.609 -1.592 3.037
O -3.559 -1.839 2.471
O -5.636 -2.206 2.878
H -3.662 0.013 4.026
H -5.388 0.256 3.626
H -4.936 -0.841 4.958
C -2.679 3.646 6.710
N -3.724 3.273 5.716
O -3.370 2.668 4.723
O -4.860 3.595 5.965
H -1.724 3.286 6.348
H -2.692 4.727 6.802
H -2.950 3.179 7.651

***

Entry 7:
Entry from the Open Molecules 2025 dataset: the molecule C8H5Cl3NOP in a non-equilibrium geometry (ωB97M-V with the def2-TZVPD basis set).

Calculated values
HOMO-LUMO gap   7.1 eV
HOMO level   -0.32130 hartree
Spin multiplicity   1
Charge   0

Cartesian coordinates (Å):
C 1.931 0.073 -0.090
C 1.514 -2.186 0.101
C 2.477 -1.316 0.055
C 2.942 0.971 -0.192
C 3.922 -1.100 0.025
C 4.167 0.217 0.059
C -0.007 -0.634 -1.217
C -0.115 0.456 0.868
N 0.590 0.263 -0.361
O -1.054 -2.916 0.165
P 0.091 -2.662 -0.731
Cl 2.845 2.649 -0.465
Cl 4.968 -2.377 0.239
Cl 5.659 0.998 0.117
H -1.019 -0.610 -1.190
H 0.597 -0.540 -2.073
H -1.143 0.903 0.899
H -0.053 -0.437 1.458
H 0.371 1.002 1.623

***

Entry 8:
Entry from the Open Molecules 2025 dataset: C15H22N5O2SSr as an isolated structure in a non-equilibrium geometry (ωB97M-V with the def2-TZVPD basis set).

Calculated values
HOMO-LUMO gap   7.9 eV
HOMO level   -0.39767 hartree
Spin multiplicity   1
Charge   +1

Cartesian coordinates (Å):
Sr 1.692 -1.847 -0.050
C -0.232 2.699 3.814
C -1.187 1.626 3.332
N -1.068 1.333 1.895
C 0.117 0.764 1.384
S 0.874 -0.464 2.340
N 0.411 1.253 0.206
N 1.457 0.567 -0.412
C 1.955 1.096 -1.464
C 1.542 2.408 -2.043
C 3.064 0.326 -2.157
C 3.793 0.920 -3.172
C 4.811 0.209 -3.788
C 5.082 -1.080 -3.376
C 4.315 -1.602 -2.347
N 3.332 -0.932 -1.750
H -0.325 2.830 4.892
H -0.443 3.659 3.341
H 0.804 2.433 3.601
H -2.224 1.928 3.493
H -1.035 0.696 3.877
H -1.315 2.121 1.304
H 0.664 2.781 -1.527
H 1.323 2.313 -3.108
H 2.346 3.140 -1.936
H 3.568 1.929 -3.484
H 5.385 0.664 -4.584
H 5.866 -1.670 -3.826
H 4.504 -2.610 -1.994
O -0.449 -2.863 0.353
C -0.906 -2.020 -0.468
O -0.278 -1.636 -1.482
C -2.225 -1.340 -0.149
N -2.344 -1.157 1.350
C -3.765 -1.466 1.763
C -4.526 -1.591 0.450
C -3.483 -2.110 -0.533
H -2.207 -0.336 -0.571
H -2.046 -0.177 1.557
H -1.658 -1.770 1.821
H -4.114 -0.665 2.410
H -3.735 -2.393 2.332
H -4.888 -0.611 0.134
H -5.389 -2.245 0.554
H -3.749 -1.927 -1.572
H -3.314 -3.182 -0.407

***

Entry 9:
Entry from the Open Molecules 2025 dataset: an isolated ion of composition C2HO3S and charge -1 in a non-equilibrium geometry (ωB97M-V with the def2-TZVPD basis set).

Calculated values
HOMO-LUMO gap (alpha / beta)   6.2 / 7.3 eV
HOMO level (alpha / beta)   -0.08722 / -0.18775 hartree
Expectation value of S²   2.012
Spin multiplicity   3
Charge   -1
ΔE to the lowest compared entry with this formula, charge and spin   3.25 kcal per mole

Cartesian coordinates (Å):
C 0.255 0.670 1.062
C -0.506 1.179 -2.480
O -1.317 1.838 -1.905
O -0.269 0.767 -3.572
O 0.945 0.939 -1.615
S 0.919 1.595 -0.083
H -0.101 -0.228 0.782

***

Entry 10:
Entry from the Open Molecules 2025 dataset: a 8-piece molecular cluster, C25H40Cl14FNO4S overall in a non-equilibrium geometry (ωB97M-V with the def2-TZVPD basis set).

Calculated values
HOMO-LUMO gap   10.1 eV
HOMO level   -0.35478 hartree
SMILES string   O=C(CN(C[C@H]1CO1)S(=O)(=O)F)c1ccccc1.ClCCCl.ClCCCl.ClCCCl.ClCCCl.ClCCCl.ClCCCl.ClCCCl
Spin multiplicity   1
Charge   0

Cartesian coordinates (Å):
O 1.152 -0.553 0.065
C 0.407 -0.766 -0.881
C 0.757 -0.201 -2.249
N -0.013 1.059 -2.461
C -0.392 1.259 -3.873
C -1.512 2.188 -3.957
C -2.727 1.698 -4.670
O -2.618 1.839 -3.301
S 0.705 2.372 -1.840
O 0.913 3.329 -2.832
O 1.781 2.033 -1.028
F -0.420 2.885 -0.985
C -0.836 -1.533 -0.717
C -1.629 -1.779 -1.734
C -2.753 -2.432 -1.535
C -3.080 -2.858 -0.348
C -2.277 -2.623 0.657
C -1.148 -1.963 0.482
H 1.818 -0.074 -2.317
H 0.426 -0.864 -3.009
H 0.393 1.699 -4.464
H -0.734 0.348 -4.314
H -1.277 3.193 -4.058
H -2.462 0.751 -5.067
H -2.994 2.567 -5.223
H -1.369 -1.451 -2.709
H -3.388 -2.615 -2.369
H -3.990 -3.391 -0.243
H -2.526 -2.964 1.633
H -0.494 -1.782 1.300
Cl 2.415 -2.938 -2.263
C 3.792 -2.704 -1.139
C 4.156 -3.977 -0.429
Cl 2.880 -4.472 0.726
H 3.528 -1.915 -0.430
H 4.629 -2.355 -1.739
H 5.067 -3.841 0.145
H 4.312 -4.796 -1.127
Cl -5.566 5.803 -1.106
C -4.285 5.644 0.131
C -4.043 4.211 0.515
Cl -5.414 3.512 1.414
H -4.574 6.246 0.987
H -3.379 6.067 -0.297
H -3.173 4.150 1.166
H -3.861 3.589 -0.356
Cl 6.907 -2.623 -0.384
C 8.251 -2.431 0.771
C 8.563 -3.723 1.474
Cl 7.253 -4.213 2.576
H 7.977 -1.646 1.471
H 9.119 -2.098 0.204
H 9.462 -3.604 2.077
H 8.727 -4.532 0.769
Cl 4.183 -0.591 1.295
C 3.541 -1.269 2.810
C 4.121 -0.592 4.022
Cl 5.856 -0.960 4.238
H 3.742 -2.337 2.810
H 2.463 -1.123 2.788
H 3.609 -0.943 4.916
H 4.014 0.487 3.964
Cl 7.781 -5.110 5.775
C 7.176 -3.644 6.587
C 6.650 -3.931 7.967
Cl 5.149 -4.892 7.929
H 6.412 -3.203 5.954
H 8.012 -2.950 6.652
H 6.414 -2.995 8.470
H 7.377 -4.471 8.566
Cl -7.583 10.159 -2.198
C -7.388 8.526 -2.887
C -6.998 8.564 -4.339
Cl -8.313 9.172 -5.379
H -8.320 7.987 -2.740
H -6.610 8.030 -2.312
H -6.765 7.557 -4.679
H -6.127 9.193 -4.499
Cl -6.499 -0.629 -0.705
C -7.877 -1.720 -0.410
C -7.591 -2.621 0.759
Cl -6.309 -3.808 0.396
H -8.079 -2.280 -1.318
H -8.742 -1.097 -0.191
H -8.479 -3.190 1.028
H -7.279 -2.043 1.623

***

Entry 11:
Entry from the Open Molecules 2025 dataset: a 2-piece molecular cluster, CH4FN2O overall in a non-equilibrium geometry (ωB97M-V with the def2-TZVPD basis set).

Calculated values
HOMO-LUMO gap (alpha / beta)   9.1 / 9.1 eV
HOMO level (alpha / beta)   -0.55130 / -0.55138 hartree
Spin multiplicity   1
Charge   +1
ΔE to the lowest compared entry with this formula, charge and spin   81.47 kcal per mole

Cartesian coordinates (Å):
C -0.590 -0.135 -0.646
N -1.686 0.135 -0.039
N 1.247 -0.478 0.599
O 2.213 0.407 0.477
F -0.449 -0.381 -1.882
H -1.607 0.392 0.916
H -2.726 0.176 -0.456
H 1.455 -1.247 -0.154
H 2.143 1.132 1.187

***

Entry 12:
Entry from the Open Molecules 2025 dataset: C43H58IN15O6P2S2 as an isolated structure in a non-equilibrium geometry (ωB97M-V with the def2-TZVPD basis set).

Calculated values
HOMO-LUMO gap   4.0 eV
HOMO level   -0.18558 hartree
Spin multiplicity   1
Charge   0

Cartesian coordinates (Å):
O 3.599 -3.638 -0.618
P 2.734 -3.957 -1.963
O 3.848 -4.326 -3.169
O 1.856 -5.416 -1.675
C 1.638 -2.502 -2.256
C 0.572 -2.234 -1.100
I 0.473 -3.468 0.727
C -0.478 -1.093 -1.153
C -0.443 -0.159 -2.397
C 0.598 -0.393 -3.550
C 1.681 -1.531 -3.529
P 2.942 -1.759 -4.877
O 2.958 -0.707 -5.989
O 4.487 -1.625 -4.106
O 2.772 -3.278 -5.691
S 0.430 0.818 -4.964
C -1.431 0.974 -5.086
C -2.189 1.077 -6.442
C -3.754 1.257 -6.482
C -4.496 1.325 -5.125
C -3.728 1.213 -3.758
C -4.641 1.339 -2.437
C -5.589 0.067 -2.167
C -5.239 -0.569 -0.712
S -4.569 -2.326 -0.900
C -2.167 1.030 -3.692
N -1.444 0.956 -2.409
H 4.122 -5.274 -3.077
H 0.895 -5.203 -1.679
H -1.243 -0.956 -0.318
H 5.191 -1.558 -4.790
H 2.224 -3.888 -5.148
H -1.620 1.025 -7.435
H -4.353 1.371 -7.441
H -5.625 1.490 -5.145
H -5.339 2.246 -2.616
H -3.997 1.642 -1.526
H -5.389 -0.716 -2.994
H -6.709 0.346 -2.146
H -6.195 -0.693 -0.074
H -4.464 0.068 -0.137
H -5.045 -2.970 0.254
H -2.155 0.730 -1.681
C 0.773 -6.590 4.070
C 0.141 -5.236 4.188
N -0.362 -4.167 4.297
H 1.690 -6.522 3.482
H 1.015 -6.973 5.063
H 0.085 -7.280 3.580
C -0.576 -4.423 8.454
C -0.156 -5.780 7.975
N 0.174 -6.850 7.596
H -1.311 -4.523 9.255
H 0.291 -3.878 8.831
H -1.020 -3.861 7.631
C 0.383 2.486 -10.419
C -0.640 2.704 -9.344
N -1.446 2.876 -8.496
H 1.380 2.443 -9.978
H 0.182 1.548 -10.938
H 0.346 3.307 -11.137
C -5.736 3.530 0.864
C -6.794 2.683 0.224
N -7.618 2.003 -0.281
H -5.130 4.010 0.095
H -6.196 4.297 1.484
H -5.092 2.908 1.487
C -5.833 7.086 4.175
C -5.192 6.389 3.010
N -4.689 5.834 2.094
H -6.907 7.177 4.008
H -5.662 6.514 5.089
H -5.405 8.081 4.292
C 5.185 -1.101 -0.180
C 5.677 -0.328 1.007
N 6.065 0.281 1.943
H 5.932 -1.074 -0.976
H 5.003 -2.136 0.102
H 4.255 -0.664 -0.550
C -0.930 3.954 1.882
C -1.992 3.111 1.245
N -2.830 2.447 0.743
H -0.324 4.433 1.111
H -1.389 4.725 2.503
H -0.285 3.332 2.505
C 5.377 -7.237 -0.679
C 4.739 -5.893 -0.475
N 4.223 -4.812 -0.310
H 6.276 -7.132 -1.291
H 5.651 -7.669 0.284
H 4.679 -7.908 -1.185
C 9.130 -7.982 1.392
C 7.959 -8.890 1.160
N 7.036 -9.607 0.978
H 9.121 -7.171 0.661
H 9.077 -7.557 2.395
H 10.060 -8.542 1.291
C -2.662 8.928 0.815
C -3.646 9.177 1.917
N -4.422 9.370 2.787
H -1.655 8.848 1.228
H -2.912 7.999 0.300
H -2.690 9.752 0.100
C -4.917 13.478 4.010
C -4.074 13.197 2.803
N -3.410 12.976 1.852
H -4.313 13.964 4.779
H -5.745 14.135 3.740
H -5.318 12.545 4.408
C 10.622 -5.940 5.052
C 11.294 -6.599 3.884
N 11.823 -7.119 2.963
H 9.548 -5.870 4.871
H 10.794 -6.525 5.957
H 11.026 -4.937 5.193
C -3.529 -3.584 3.594
C -4.562 -3.348 4.655
N -5.376 -3.162 5.492
H -2.537 -3.632 4.047
H -3.732 -4.525 3.080
H -3.550 -2.769 2.868
C 2.661 4.536 -1.246
C 2.255 5.172 0.050
N 1.935 5.673 1.072
H 2.075 4.955 -2.065
H 3.720 4.721 -1.434
H 2.490 3.459 -1.200